(1)
The following is a DFT calculation (the ωB97M-V functional and the def2-TZVPD basis) of a molecular structure, C7H8N2 at a distorted geometry.

## Properties
Multiplicity = 1
LUMO = 1.0 eV
Orbital gap = 9.42 eV
DFT total energy = -10362.208 eV

Last column: natural (NBO) charge in e.
Cartesian coordinates (Å):
N1 2.5304 -0.2076 1.2733  -0.40
N2 1.2521 -0.3585 1.9055  -0.44
C1 2.2488 0.2519 0.1230  0.04
C2 -0.9293 -1.0087 -1.2866  -0.20
C3 -1.2098 1.2697 -0.8364  -0.45
C4 -1.4008 0.1342 -1.8296  -0.16
C5 -0.5525 0.6603 0.3977  -0.22
C6 0.8195 -0.0149 0.4626  0.00
C7 -0.4008 -0.8583 0.0733  -0.25
H1 -0.7567 -1.9376 -1.7615  0.21
H2 -0.7836 -1.6047 0.8518  0.22
H3 -0.9143 1.0440 1.4686  0.24
H4 1.1990 -1.4434 2.1763  0.34
H5 -0.6988 2.1797 -1.4049  0.23
H6 -2.2334 1.8600 -0.5582  0.22
H7 -1.6476 0.3567 -2.8017  0.21
H8 3.4777 -0.3228 1.7467  0.40

(2)
The following is a DFT calculation (the ωB97M-V functional and the def2-TZVPD basis) of a molecular structure, C20H22BrClF4KN5O6S.

## Properties
Net charge = -2
Multiplicity = 1
LUMO = 4.1 eV
Orbital gap = 6.03 eV
DFT total energy = -161424.871 eV

Last column: natural (NBO) charge in e.
Cartesian coordinates (Å):
Br1 2.8272 1.9268 2.0986  0.02
K1 0.5883 -0.5500 -0.4663  0.94
Cl1 1.8738 -2.2234 2.1923  2.54
S1 -3.7770 -6.1291 3.8145  -0.42
F1 3.9016 -2.3637 -4.3323  -0.33
F2 0.6795 1.7423 -5.8996  -0.35
F3 2.0762 -1.4468 -2.6136  -0.35
F4 2.4910 0.8012 -7.5331  -0.34
O1 2.5167 -3.4966 2.3811  -0.86
O2 -3.2958 0.3776 1.9964  -0.76
O3 2.6403 -1.4102 1.2745  -0.89
O4 0.5500 -2.4209 1.6186  -0.91
O5 1.7417 -1.5439 3.4580  -0.87
O6 -1.7880 0.1223 0.3430  -0.77
N1 1.3779 3.5172 -2.4748  -0.43
N2 0.1740 1.1555 1.9828  -0.46
N3 -2.3635 -3.8811 3.1916  -0.40
N4 0.5776 0.7045 -3.0813  -0.66
N5 -4.5309 -3.6721 3.0597  -0.61
C1 1.8250 4.8741 -2.6576  -0.40
C2 -1.0490 0.9089 2.4638  0.13
C3 -0.3346 1.4308 4.6874  -0.17
C4 1.0436 3.2479 -1.0936  -0.41
C5 -1.0542 -4.4372 3.4464  -0.41
C6 -2.1532 0.4286 1.4968  0.74
C7 -3.5240 -4.5247 3.3410  0.33
C8 2.4310 0.2551 -6.2886  0.35
C9 -0.3338 1.8171 -3.2507  -0.24
C10 -4.0792 -2.3317 2.7088  -0.22
C11 3.1338 -1.3084 -4.7005  0.33
C12 1.5026 0.7643 -5.4119  0.18
C13 -2.5510 -2.4769 2.8116  -0.21
C14 1.1003 1.5382 2.8248  0.19
C15 1.3593 0.3070 -4.0590  0.11
C16 0.9319 1.6885 4.1899  -0.29
C17 -1.3402 1.0507 3.8161  -0.24
C18 3.2935 -0.7810 -5.9799  -0.48
C19 0.2711 3.2276 -3.3695  -0.23
C20 2.2252 -0.8169 -3.8104  0.28
H1 1.7584 1.9781 4.8207  0.22
H2 2.1187 5.0333 -3.6978  0.19
H3 -0.5289 1.5237 5.7496  0.20
H4 -2.0659 -2.2108 1.8729  0.24
H5 -5.4784 -3.9949 3.0808  0.41
H6 -1.0040 1.8107 -2.3855  0.19
H7 -0.5641 3.9367 -3.1774  0.14
H8 0.6177 3.4136 -4.3865  0.20
H9 1.8749 3.5301 -0.4466  0.20
H10 -1.1863 -5.4046 3.9238  0.22
H11 2.6904 5.0723 -2.0215  0.19
H12 4.0244 -1.1582 -6.6763  0.22
H13 0.1398 3.7875 -0.7578  0.15
H14 -2.1264 -1.8274 3.5801  0.20
H15 0.8813 2.1817 -0.9769  0.21
H16 -4.3759 -2.0389 1.7032  0.22
H17 -2.3508 0.8480 4.1394  0.24
H18 -0.9890 1.7106 -4.1276  0.18
H19 -0.4916 -3.7649 4.0980  0.21
H20 -4.4597 -1.5797 3.3980  0.20
H21 1.0437 5.6212 -2.4105  0.14
H22 -0.4870 -4.5395 2.5232  0.22

(3)
The following is a DFT calculation (the ωB97M-V functional and the def2-TZVPD basis) of a molecular structure, C45H70BrGeLuN4O3P3 at a distorted geometry.

## Properties
Net charge = +2
Multiplicity = 2
LUMO (spin up / spin down) = -4.8 / -8.0 eV
Orbital gap (spin up / spin down) = 7.55 / 4.29 eV
DFT total energy = -247935.508 eV

Last column: Mulliken spin population.
Cartesian coordinates (Å):
Lu1 0.5189 1.7694 -1.4198  -0.01
Br1 3.5244 3.5783 -7.5906  0.00
Ge1 -1.0223 -0.5972 0.4501  0.12
P1 -1.5860 0.2360 -2.7332  0.02
P2 1.3595 -3.0004 0.5394  0.03
P3 2.1035 2.6344 0.8606  0.00
O1 -0.9881 2.5596 -0.2971  -0.01
O2 0.0229 3.9035 -2.6497  0.00
O3 1.4667 -0.2794 -1.5004  -0.02
N1 -2.0648 -0.3717 2.3396  0.03
N2 -1.2466 -2.4016 0.8455  0.07
N3 -0.0287 1.9344 2.3820  0.02
N4 -2.8097 -0.1517 -0.0869  0.42
C1 -0.5665 -1.9140 -4.3902  0.00
C2 2.4831 -2.2611 2.9171  0.00
C3 0.9764 -0.1496 5.2802  0.00
C4 -2.5335 -2.4948 -2.8074  0.00
C5 2.1300 -4.0758 -1.9781  0.00
C6 -3.1918 -3.8573 1.6418  -0.01
C7 -0.0508 -1.0517 5.3884  0.00
C8 0.9084 0.8224 4.2620  -0.01
C9 3.5422 4.8092 2.0943  0.00
C10 1.3684 1.5539 -4.6230  0.00
C11 -0.4261 -3.4434 0.3581  0.01
C12 2.9569 2.8341 -5.9304  0.00
C13 3.2440 1.2940 1.5722  0.00
C14 1.7806 2.0993 -5.9101  0.00
C15 0.9295 -4.1610 3.2268  0.00
C16 -1.0497 -0.1290 3.4147  0.05
C17 -4.8567 2.6328 1.2836  -0.03
C18 -2.9596 0.3142 -1.5080  0.00
C19 1.9264 -5.6629 0.0161  0.00
C20 -3.4684 1.6225 3.0895  -0.09
C21 -2.4262 -2.6383 1.5987  0.01
C22 3.2024 4.0972 0.7046  0.00
C23 1.9895 1.8446 -3.3857  0.00
C24 -3.2471 2.2938 -3.7802  0.00
C25 3.7434 3.0283 -4.7513  0.00
C26 -3.9184 -1.7522 3.3618  -0.01
C27 -4.4327 1.6288 0.4484  0.12
C28 -3.0080 0.7221 2.1361  0.10
C29 -3.4621 0.6614 0.8119  0.05
C30 -2.8349 -1.6069 2.4871  0.05
C31 -0.0369 0.9048 3.3194  -0.05
C32 -2.5652 0.9689 -4.1598  -0.01
C33 -4.5288 -2.9363 3.4579  0.00
C34 2.2951 -4.2968 -0.5208  0.01
C35 -3.5596 0.0379 -4.9927  0.00
C36 3.9712 1.5302 2.8935  0.00
C37 -1.1026 -1.0096 4.4857  0.00
C38 4.2445 0.8593 0.4955  0.00
C39 -1.3336 -1.6067 -3.1033  -0.01
C40 0.9178 3.0162 2.2482  0.00
C41 1.9126 -3.4588 2.2901  0.01
C42 3.2394 2.5472 -3.5599  0.00
C43 -4.1987 -3.9955 2.5615  0.00
C44 -4.3623 2.5697 2.5864  0.17
C45 2.3961 5.0472 -0.2132  0.00
H1 3.0000 6.0024 -0.3936  0.00
H2 3.8769 0.9876 -0.4925  0.00
H3 -4.1473 2.1471 -3.1690  0.00
H4 2.2020 -6.4853 -0.6619  0.00
H5 -5.3500 -2.9796 4.0999  0.00
H6 2.5364 -5.9487 0.8777  0.00
H7 3.3859 2.1012 3.5664  0.00
H8 -1.7546 3.0593 0.0665  0.00
H9 2.7423 -2.5363 3.9488  0.00
H10 -3.2069 1.5551 4.1254  0.00
H11 0.3759 3.9550 2.0963  0.00
H12 -2.9258 -4.6696 0.9606  0.00
H13 -1.9477 -1.6794 4.5964  0.00
H14 -0.0763 -1.7843 6.2120  0.00
H15 -0.5701 -4.3645 0.9662  0.00
H16 3.7690 4.0365 2.8162  0.00
H17 2.2050 -3.0438 -2.2424  0.00
H18 -2.9209 -0.6544 -5.5767  0.00
H19 4.1201 3.6543 0.2744  0.00
H20 0.3949 0.9692 -4.5030  0.00
H21 0.8580 -5.7298 0.1510  0.00
H22 -5.7058 3.2647 1.0296  0.00
H23 1.2350 2.0401 -6.8486  0.00
H24 4.6154 3.5356 -4.9074  0.00
H25 -4.8162 3.1073 3.3385  0.01
H26 1.5731 2.9809 3.1760  0.00
H27 -2.5280 2.9783 -3.2752  0.00
H28 0.7165 -5.2404 3.2066  0.00
H29 1.4606 5.3746 0.2950  0.00
H30 -2.9542 -2.2384 -1.7962  0.00
H31 0.5080 4.0008 -3.5021  0.00
H32 -4.3931 -0.9305 3.9274  0.00
H33 2.7251 -4.1363 2.0732  0.00
H34 -0.0210 -3.6605 3.2290  0.00
H35 4.5518 -0.1651 0.7239  0.00
H36 0.0259 -2.8285 -4.3100  0.00
H37 5.1877 1.4256 0.4696  0.00
H38 1.6615 1.5781 4.4564  0.00
H39 1.6883 -1.0611 -0.9199  -0.01
H40 0.0462 -1.0614 -4.6952  0.00
H41 -2.3660 -3.5782 -2.8006  0.00
H42 -3.4832 2.7271 -4.7660  0.00
H43 -1.0025 2.0383 1.8853  -0.01
H44 1.3384 -3.9939 4.2493  0.00
H45 4.9020 2.0486 2.8428  0.00
H46 2.0041 -0.3231 -2.3237  0.00
H47 -3.8942 -0.1549 -1.7785  0.02
H48 4.3678 5.4512 1.9310  0.00
H49 3.8788 2.6676 -2.7048  0.00
H50 2.6697 0.3846 1.6905  0.00
H51 -1.2800 -2.1418 -5.2230  0.00
H52 -4.2203 0.6575 -5.5353  0.00
H53 -4.7828 1.5350 -0.6272  0.00
H54 3.4063 -2.0075 2.4070  0.00
H55 -3.3830 -2.3271 -3.3938  0.00
H56 -4.1771 -0.5925 -4.3934  0.00
H57 -1.7938 1.2292 -4.8762  0.00
H58 2.1886 4.6737 -1.2349  0.00
H59 3.3784 -4.0450 -0.3019  0.00
H60 -0.6566 -1.7566 -2.1908  0.00
H61 -3.1203 1.3692 -1.5656  -0.05
H62 2.7973 5.4785 2.6071  0.00
H63 1.1630 -4.3473 -2.3709  0.00
H64 -0.4863 -3.7472 -0.6737  0.00
H65 -0.5904 4.6313 -2.5087  0.00
H66 -4.7067 -4.9338 2.5069  0.00
H67 1.7408 -0.1027 6.0202  0.00
H68 2.8529 -4.5620 -2.6000  0.00
H69 4.0860 0.5750 3.4720  0.00
H70 1.7383 -1.4613 2.9110  0.01

(4)
The following is a DFT calculation (the ωB97M-V functional and the def2-TZVPD basis) of a single C2H6O molecule at a distorted geometry.

## Properties
Multiplicity = 1
LUMO = 1.1 eV
Orbital gap = 11.41 eV
DFT total energy = -4217.820 eV

Last column: natural (NBO) charge in e.
Cartesian coordinates (Å):
O1 -1.4975 -0.2121 0.0889  -0.73
C1 0.8438 -0.3604 -0.1791  -0.63
C2 -0.3365 0.6228 -0.1021  -0.06
H1 0.5893 -1.1579 -0.8115  0.22
H2 -0.7384 1.0343 -0.9281  0.19
H3 1.8081 0.0972 -0.4510  0.21
H4 -0.2744 1.4805 0.6705  0.15
H5 1.0010 -0.6998 0.8907  0.20
H6 -1.3955 -0.8048 0.8218  0.46

(5)
The following is a DFT calculation (the ωB97M-V functional and the def2-TZVPD basis) of a molecular structure, C4H9NO at a distorted geometry.

## Properties
Multiplicity = 1
LUMO = 0.8 eV
Orbital gap = 8.14 eV
DFT total energy = -7827.464 eV

Last column: natural (NBO) charge in e.
Cartesian coordinates (Å):
O1 1.1451 -0.7605 0.9043  -0.75
N1 -1.4529 1.2450 0.5636  -0.81
C1 0.7071 0.5206 -0.3814  -0.02
C2 -0.7828 0.1023 -0.0501  -0.17
C3 -0.5861 -1.0993 0.8175  -0.03
C4 1.3351 0.2424 -1.5789  -0.64
H1 1.7381 -1.2592 0.3132  0.50
H2 -0.9594 1.5224 1.4090  0.35
H3 0.9643 1.4956 0.0324  0.21
H4 1.9268 0.9953 -2.0830  0.21
H5 -2.3917 0.9936 0.8575  0.36
H6 -0.8719 -1.0338 1.8636  0.21
H7 1.1834 -0.7086 -2.0770  0.18
H8 -1.3054 -0.1652 -0.9698  0.21
H9 -0.6498 -2.0905 0.3792  0.21

(6)
The following is a DFT calculation (the ωB97M-V functional and the def2-TZVPD basis) of 2 unconnected molecules or ions with the total composition C2HClO2 at a distorted geometry.

## Properties
Multiplicity = 1
LUMO = -0.5 eV
Orbital gap = 8.21 eV
DFT total energy = -18704.010 eV

Last column: natural (NBO) charge in e.
Cartesian coordinates (Å):
Cl1 -0.9660 -0.1704 1.0728  0.16
O1 0.5081 -0.3501 -1.4259  -0.51
O2 2.2663 -0.3691 -2.8288  -0.51
C1 -1.4713 0.8654 2.1399  -0.27
C2 1.4169 -0.2037 -2.0780  1.02
H1 -1.7539 0.2279 3.1199  0.11

Q: Look up the DFT total energy of the sixth one.
A: -18704.010 eV